Entry 1:
Density functional theory data (the ωB97M-V functional and the def2-TZVPD basis) for a molecular structure, C10H24N2S6SbZr.

Geometry as XYZ:
```
44
C10H24N2S6SbZr, DFT the ωB97M-V functional and the def2-TZVPD basis
Zr -0.2950 -0.7363 0.3696
C -3.6105 0.7336 -0.1918
C -2.8042 1.8703 -0.7989
S -1.0330 1.8484 -0.3588
C -0.2391 2.0956 -1.9756
C -0.5675 1.0269 -3.0042
S -0.2860 -0.6685 -2.3928
C -1.7883 -1.5186 -2.9407
C -3.0678 -1.0720 -2.2579
S -2.9355 -0.9342 -0.4405
H -4.6196 0.7362 -0.6060
H -3.7232 0.8370 0.8857
H -3.2123 2.8221 -0.4601
H -2.8645 1.8611 -1.8844
H 0.8257 2.1238 -1.7514
H -0.5365 3.0811 -2.3336
H 0.0760 1.1672 -3.8724
H -1.5971 1.0938 -3.3503
H -1.5804 -2.5705 -2.7503
H -1.8764 -1.3968 -4.0209
H -3.8636 -1.7867 -2.4649
H -3.3977 -0.1012 -2.6231
S 0.0434 -3.1054 -0.5262
Sb 2.3281 -2.3488 0.0215
S 1.9860 0.0251 -0.2418
S 0.8621 -2.5005 1.9530
C -1.8580 0.7254 4.6692
C -2.0881 -0.3592 3.6216
C -1.5316 -1.6972 4.0754
C -3.5722 -0.4862 3.2991
N -1.4427 0.0848 2.3135
N -0.0395 0.4263 2.3599
H -2.4025 0.4722 5.5778
H -2.2277 1.6956 4.3254
H -0.8067 0.8266 4.9442
H -2.0374 -1.9877 4.9954
H -0.4667 -1.6545 4.3123
H -1.7028 -2.4738 3.3302
H -4.0971 -0.8623 4.1758
H -3.7497 -1.1864 2.4806
H -4.0137 0.4856 3.0592
H -1.9234 0.9489 2.0721
H 0.4190 -0.0500 3.1306
H 0.1233 1.4272 2.4301
```

## Properties
HOMO energy (alpha / beta) ... -14.342 / -15.024 eV
Expectation value of S² ... 0.757
Multiplicity ... 2
Net charge ... +2
ΔE to the lowest compared entry with this formula, charge and spin ... 0.000 eV
HOMO-LUMO gap (alpha / beta) ... 0.2850 / 0.2668 Ha

=====

Entry 2:
Density functional theory data (the ωB97M-V functional and the def2-TZVPD basis) for a gas-phase ion, C10H24N3 (charge +1).

Geometry as XYZ:
```
37
C10H24N3, DFT the ωB97M-V functional and the def2-TZVPD basis
C 2.7449 2.2006 0.2080
C 1.8893 1.0061 0.4707
C 2.7584 -0.0395 1.1691
N 1.1313 0.3818 -0.7243
C 1.8933 -0.1689 -1.8323
N -0.1215 -0.1654 -0.4040
C -1.0076 0.7978 -0.3004
N -2.2530 0.8384 0.1390
C -3.0663 -0.1511 0.8575
C -3.0350 2.1348 0.0184
C -0.0928 -1.6533 -0.3137
C -1.2890 -2.0751 -1.1979
C -0.2594 -2.3150 1.0357
H 3.5610 2.0169 -0.5301
H 2.1588 3.1097 0.0170
H 3.2127 2.3301 1.1888
H 1.0127 1.3305 1.0641
H 3.0246 0.2359 2.1801
H 3.7882 0.0021 0.6811
H 2.3251 -1.0008 1.1158
H 1.2178 -0.8107 -2.5468
H 2.4394 0.5894 -2.4025
H 2.6383 -0.8073 -1.3371
H -0.5827 1.8153 -0.5683
H -2.2798 -0.8947 1.1380
H -3.5732 0.4059 1.6715
H -3.7760 -0.6011 0.3269
H -3.8955 1.8399 -0.4839
H -3.2542 2.5567 1.0983
H -2.4719 2.9046 -0.5278
H 0.7825 -2.0280 -0.7534
H -1.2945 -3.0434 -1.5821
H -2.3541 -1.8507 -0.8807
H -1.2666 -1.4851 -2.1022
H -1.1530 -2.0219 1.6753
H 0.6000 -2.0110 1.7213
H -0.1522 -3.3734 0.7108
```

## Properties
HOMO energy ... -12.030 eV
Structure (SMILES) ... CC(C)N(C)N(C=[N+](C)C)C(C)C
Net charge ... +1
ΔE to the lowest compared entry with this formula, charge and spin ... 3.841 eV
HOMO-LUMO gap ... 0.3504 Ha

=====

Entry 3:
Density functional theory data (the ωB97M-V functional and the def2-TZVPD basis) for 2 unconnected molecules or ions with the total composition C10H24N3.

Geometry as XYZ:
```
37
C10H24N3, DFT the ωB97M-V functional and the def2-TZVPD basis
C 0.4213 0.9435 -3.6187
C 0.5597 -0.1507 -2.8946
C 2.7834 -1.0329 -3.2133
C -0.6453 1.2927 4.4428
C -2.3366 -0.7828 -0.2830
C 0.2778 1.7923 1.7195
C 1.3124 -1.4050 -3.3611
C -1.4039 0.7579 3.3022
C -0.1718 -0.1417 -1.5277
C -1.0729 -1.2224 -1.0606
N 0.2742 -1.1369 -0.4060
N 0.2072 -0.5042 2.1043
N -0.6137 0.7281 2.0824
H -0.1625 1.7696 -3.3943
H 0.8682 1.0426 -4.6526
H 3.3875 -1.4925 -2.3393
H 3.2618 -1.1535 -4.2252
H 2.6236 0.0589 -2.8995
H 0.3753 1.6320 4.0782
H -1.0340 2.1902 4.8672
H -0.4598 0.5393 5.2147
H -3.0907 -0.5530 -1.2041
H -2.8077 -1.6720 0.3372
H -2.2091 0.0571 0.3999
H 0.7349 1.6496 0.7032
H -0.1439 2.8720 1.5723
H 0.9656 1.9703 2.4838
H 0.8551 -1.5713 -4.3227
H 0.9553 -2.3582 -2.8259
H -2.0781 1.5690 3.1465
H -1.8548 -0.2309 3.3511
H -0.2288 0.8758 -1.1206
H -1.2993 -2.0551 -1.7779
H 0.1952 -0.7767 0.6039
H 0.9370 -1.8979 -0.5069
H 1.0243 -0.3887 2.7261
H -0.4069 -1.2145 2.4986
```

## Properties
HOMO energy ... -12.394 eV
Net charge ... +1
ΔE to the lowest compared entry with this formula, charge and spin ... 5.311 eV
HOMO-LUMO gap ... 0.3658 Ha

=====

Entry 4:
Density functional theory data (the ωB97M-V functional and the def2-TZVPD basis) for a molecular structure, C10H24N6O7Pd.

Geometry as XYZ:
```
48
C10H24N6O7Pd, DFT the ωB97M-V functional and the def2-TZVPD basis
O -1.2082 -0.8387 -3.7226
H -0.8772 -0.5785 -4.5877
Pd 0.2983 0.2800 -0.3748
N 1.7076 -0.8978 -1.1014
N -0.6221 -1.5078 -0.1491
N 1.1461 1.9757 0.0701
N -1.3027 1.2781 0.4414
O 2.7941 -0.3687 -1.5219
O 2.4727 2.0747 -0.1322
O -2.5215 0.7495 0.6306
O -1.6940 -1.7154 0.5395
C 0.1408 -2.5341 -0.5740
C 1.4201 -2.2031 -1.1305
C 0.3940 2.8873 0.6482
C -0.9714 2.4638 0.9364
C 2.4564 -3.2002 -1.5303
H 2.4081 -3.4289 -2.6075
H 2.3285 -4.1310 -0.9552
H 3.4473 -2.7851 -1.3122
C -0.3595 -3.8754 -0.1793
H -1.3627 -4.0489 -0.5989
H -0.4376 -3.9653 0.9211
H 0.3132 -4.6579 -0.5378
C 1.0064 4.1878 0.9967
C -1.8993 3.1979 1.8372
H 1.7917 4.4102 0.2630
H 1.4665 4.1333 1.9939
H 0.2430 4.9702 0.9840
H -2.6626 2.5316 2.2533
H -2.4164 4.0145 1.3218
H -1.3473 3.6350 2.6736
H 2.6964 1.2011 -0.6059
H -2.3049 -0.2803 0.5615
C -2.5842 -1.1367 -3.8043
H -2.7489 -2.1958 -3.5414
H -3.1001 -0.8958 -4.7780
H -2.9373 -0.5137 -2.9608
O 0.4889 1.0448 -2.3096
H -0.1246 0.5347 -2.9398
H 1.4389 0.8943 -2.5449
N -0.2200 -1.0881 3.5425
C 0.6183 -0.1701 2.9849
N 0.7638 0.9703 3.7315
O 1.2027 -0.3439 1.8845
H -0.8769 -0.7539 4.2239
H -0.5671 -1.8051 2.8980
H 1.5358 1.5769 3.4489
H 0.5669 0.9085 4.7139
```

## Properties
HOMO energy (alpha / beta) ... -5.152 / -7.220 eV
Expectation value of S² ... 2.025
Multiplicity ... 3
Net charge ... 0
ΔE to the lowest compared entry with this formula, charge and spin ... 0.000 eV
HOMO-LUMO gap (alpha / beta) ... 0.2059 / 0.2394 Ha